{
  "formula": "C47H42BCsGeN6O4",
  "method": "wB97M-V/def2-TZVPD",
  "relative_energy_kj_mol": 61.0,
  "lumo_energy_ev": [1.721, 1.052],
  "orbital_gap_ev": [6.1081, 5.4391],
  "spin_multiplicity": 2,
  "e_tot_ev": -124292.126,
  "charge": -1,
  "elements": ["Cs", "O", "C", "C", "C", "C", "N", "C", "C", "C", "C", "C", "C", "O", "C", "C", "N", "H", "H", "H", "H", "H", "H", "H", "H", "H", "H", "H", "H", "C", "O", "C", "C", "C", "C", "C", "C", "N", "N", "C", "C", "C", "C", "O", "C", "N", "C", "C", "C", "C", "H", "H", "H", "H", "H", "H", "H", "H", "H", "H", "H", "H", "C", "C", "C", "C", "C", "C", "Ge", "C", "C", "C", "C", "C", "C", "C", "C", "C", "C", "C", "C", "H", "H", "H", "H", "H", "H", "H", "H", "H", "H", "H", "H", "H", "H", "H", "B", "C", "N", "H", "H", "H"],
  "coordinates": [[2.5612, 1.2248, 0.4214], [-0.8817, 4.5292, -5.9403], [0.4984, 4.1929, -5.9877], [0.9744, 3.7883, -4.6214], [2.1435, 3.0549, -4.4783], [2.5824, 2.7322, -3.2035], [1.9311, 3.0923, -2.0988], [0.8007, 3.7884, -2.2351], [0.2861, 4.1561, -3.4732], [0.1004, 4.1607, -0.9647], [-0.6562, 5.3240, -0.8640], [-1.2594, 5.6374, 0.3482], [-2.0936, 6.8854, 0.5023], [-1.7112, 7.9404, -0.3638], [-1.0787, 4.7683, 1.4167], [-0.3201, 3.6240, 1.2255], [0.2587, 3.3265, 0.0632], [-1.1413, 4.8647, -6.8021], [1.0903, 5.0533, -6.3227], [0.6766, 3.3672, -6.6823], [2.7066, 2.7214, -5.3414], [3.4965, 2.1707, -3.0434], [-0.6474, 4.6945, -3.5531], [-0.7600, 5.9925, -1.7077], [-2.0737, 7.2067, 1.5491], [-3.1323, 6.6628, 0.2513], [-0.7812, 8.1355, -0.2069], [-1.5133, 4.9761, 2.3867], [-0.1558, 2.9117, 2.0305], [-6.6030, -1.0392, 7.5442], [-6.1400, -1.3623, 6.2532], [-4.9814, -2.0903, 6.1723], [-4.2654, -2.5473, 7.2675], [-3.1025, -3.2906, 7.0673], [-2.6355, -3.5518, 5.7931], [-3.3766, -3.1038, 4.6963], [-4.5350, -2.3816, 4.8833], [-1.5090, -4.4147, 5.6183], [-0.4964, -4.0661, 4.9710], [-0.2132, -2.7888, 4.4871], [-0.6658, -1.5605, 4.9843], [-0.2501, -0.3508, 4.4731], [0.6342, -0.2460, 3.3638], [0.9371, 0.8430, 2.8236], [1.2062, -1.5294, 2.8994], [2.1392, -1.4610, 1.9146], [2.6773, -2.5695, 1.4630], [2.3200, -3.8396, 1.9463], [1.3762, -3.9304, 2.9308], [0.7867, -2.7549, 3.4554], [-7.5095, -0.4550, 7.4068], [-5.8697, -0.4426, 8.0952], [-6.8380, -1.9375, 8.1234], [-4.5954, -2.3474, 8.2768], [-2.5461, -3.6657, 7.9172], [-3.0218, -3.3165, 3.6956], [-5.1134, -2.0254, 4.0406], [-1.3496, -1.5424, 5.8208], [-0.6271, 0.5740, 4.8923], [3.4145, -2.4723, 0.6718], [2.7867, -4.7232, 1.5303], [1.0668, -4.8859, 3.3303], [-3.0822, -3.0505, -0.0161], [-1.8725, -2.8808, 0.6461], [-0.8176, -2.2535, 0.0021], [-0.9492, -1.7916, -1.3118], [-2.1702, -1.9641, -1.9619], [-3.2289, -2.5926, -1.3187], [0.5886, -0.8956, -2.1021], [0.2385, -0.2441, -3.9030], [1.0852, -0.5702, -4.9626], [0.8306, -0.0960, -6.2426], [-0.2714, 0.7155, -6.4764], [-1.1097, 1.0677, -5.4264], [-0.8512, 0.5940, -4.1488], [2.1485, -2.0567, -1.9864], [3.4346, -1.5239, -2.0627], [4.5559, -2.3341, -1.9256], [4.3908, -3.6963, -1.7140], [3.1159, -4.2421, -1.6360], [1.9996, -3.4277, -1.7621], [-3.9103, -3.5382, 0.4834], [-1.7467, -3.2283, 1.6649], [0.1198, -2.1201, 0.5311], [-2.2959, -1.6122, -2.9803], [-4.1713, -2.7262, -1.8361], [1.9481, -1.2030, -4.7867], [1.4908, -0.3644, -7.0583], [-0.4747, 1.0773, -7.4778], [-1.9512, 1.7273, -5.5981], [-1.5034, 0.8855, -3.3319], [3.5897, -0.4621, -2.2261], [5.5466, -1.8978, -1.9873], [5.2616, -4.3311, -1.6050], [2.9885, -5.3047, -1.4662], [1.0089, -3.8595, -1.6765], [7.2855, 0.1666, -2.4146], [6.0108, 0.9364, -1.8639], [5.0285, 1.4501, -1.5293], [8.2340, 0.9264, -2.4011], [7.0300, -0.1899, -3.5529], [7.4739, -0.7970, -1.6917]],
  "forces_ev_per_angstrom": [[0.24, 0.03, 0.04], [0.01, 0.01, 0.00], [-0.02, -0.02, 0.01], [0.00, 0.00, 0.06], [-0.08, 0.02, -0.01], [-0.03, 0.04, 0.03], [-0.11, 0.01, -0.10], [-0.01, -0.01, 0.07], [0.03, -0.01, -0.03], [0.03, -0.05, -0.01], [-0.05, 0.02, 0.06], [0.05, -0.04, -0.04], [0.01, 0.00, 0.00], [0.00, -0.01, 0.00], [-0.03, 0.05, -0.09], [0.03, -0.07, -0.07], [-0.03, 0.01, 0.08], [0.00, 0.01, 0.00], [0.00, 0.00, -0.01], [0.01, -0.02, -0.01], [0.00, 0.00, -0.01], [0.01, 0.02, -0.01], [0.00, 0.00, 0.00], [0.00, 0.00, 0.00], [0.00, 0.00, 0.00], [0.00, 0.00, 0.00], [0.00, 0.00, 0.00], [-0.01, 0.00, 0.00], [0.00, -0.02, -0.01], [0.00, 0.00, 0.00], [0.01, -0.01, 0.00], [-0.02, 0.01, 0.01], [0.01, -0.01, 0.00], [-0.03, 0.01, 0.01], [0.01, 0.01, 0.00], [-0.01, 0.01, 0.01], [0.01, -0.01, -0.02], [-0.01, 0.01, -0.01], [0.03, -0.01, 0.04], [0.01, 0.04, -0.06], [-0.01, -0.05, -0.03], [-0.08, -0.03, -0.05], [0.11, -0.14, 0.01], [-0.02, 0.07, 0.01], [0.02, 0.12, -0.06], [-0.09, -0.01, 0.08], [-0.05, 0.03, 0.04], [-0.03, 0.00, 0.03], [0.02, 0.02, -0.02], [-0.03, -0.02, 0.03], [0.00, 0.00, 0.00], [0.00, 0.00, 0.00], [0.00, 0.00, 0.00], [0.00, 0.00, 0.00], [0.00, 0.00, 0.00], [-0.01, 0.00, 0.01], [0.00, 0.00, 0.00], [0.00, -0.01, 0.01], [0.01, 0.00, 0.00], [0.02, 0.00, 0.01], [0.00, 0.00, 0.00], [0.00, 0.00, 0.00], [0.02, 0.00, 0.01], [-0.05, 0.00, -0.02], [0.01, 0.00, -0.02], [0.04, 0.02, 0.11], [0.00, 0.02, -0.04], [0.00, 0.00, 0.00], [-0.07, -0.02, 0.07], [0.00, -0.02, 0.02], [0.02, 0.01, -0.01], [0.00, -0.01, 0.01], [-0.01, 0.02, -0.02], [0.02, 0.01, 0.00], [0.00, 0.01, 0.00], [-0.05, -0.04, -0.01], [0.07, 0.06, -0.08], [-0.01, 0.00, -0.05], [0.03, 0.01, 0.00], [-0.03, -0.01, 0.00], [0.00, 0.02, -0.01], [0.00, 0.00, 0.00], [0.03, 0.01, 0.00], [-0.01, -0.01, -0.01], [-0.01, -0.01, 0.01], [0.00, 0.00, 0.00], [0.00, 0.00, 0.00], [0.00, 0.00, 0.00], [0.00, 0.00, 0.00], [0.00, -0.01, -0.01], [0.01, 0.00, 0.00], [0.00, -0.01, 0.00], [-0.04, 0.01, 0.01], [0.00, -0.01, 0.00], [0.00, 0.00, 0.00], [0.00, -0.01, 0.00], [0.09, 0.03, 0.03], [-0.11, -0.09, -0.21], [0.09, 0.04, 0.18], [0.01, -0.04, 0.02], [-0.03, 0.00, 0.04], [0.05, 0.03, -0.01]],
  "lowdin_charge": [0.928, -0.063, -0.209, -0.192, -0.007, -0.121, 0.072, -0.214, 0.036, -0.208, 0.035, -0.192, -0.214, -0.063, -0.012, -0.110, 0.053, 0.088, 0.129, 0.108, 0.120, 0.068, 0.115, 0.117, 0.119, 0.130, 0.093, 0.113, 0.096, -0.105, -0.095, -0.289, -0.031, -0.042, -0.317, -0.031, 0.000, 0.037, 0.039, -0.250, -0.032, -0.020, -0.404, -0.203, -0.169, 0.033, -0.161, -0.053, -0.013, -0.115, 0.087, 0.092, 0.091, 0.095, 0.110, 0.103, 0.117, 0.102, 0.101, 0.093, 0.098, 0.102, -0.090, -0.066, -0.102, -0.321, -0.113, -0.096, 1.091, -0.326, -0.103, -0.090, -0.110, -0.094, -0.126, -0.340, -0.138, -0.059, -0.083, -0.102, -0.118, 0.098, 0.091, 0.079, 0.090, 0.097, 0.100, 0.101, 0.099, 0.102, 0.104, 0.058, 0.073, 0.103, 0.101, 0.100, -0.469, -0.286, -0.007, -0.015, -0.005, -0.012]
}